72
Properties=species:S:1:pos:R:3:forces:R:3 method="wB97M-V/def2-TZVPD" charge=+3 e_tot_ev=-108624.96520 multiplicity=2 s_squared=0.829 gap_ha="0.196 / 0.181"
Mn 0.283360 0.086678 0.202606 -0.17 -0.11 0.90
C -0.957742 2.576237 1.563583 0.14 0.11 -0.12
N 0.100037 2.231873 0.561945 -0.19 -0.24 0.05
C 1.437002 2.619017 1.110029 -0.12 -0.03 0.01
C 2.507595 1.907439 0.335418 0.04 -0.11 0.05
N 2.351711 0.443819 0.581666 -0.10 -0.33 -0.40
C 3.205821 -0.347780 -0.358731 0.02 0.26 0.22
C 2.773401 0.169166 1.961374 -0.01 -0.04 -0.06
C 4.064525 0.393885 2.385370 0.30 0.02 0.10
C 4.404614 0.144319 3.714797 0.04 0.01 -0.01
C 3.460718 -0.329222 4.622765 0.09 0.03 0.03
C 2.166446 -0.558833 4.201020 -0.05 -0.04 -0.04
C 1.830202 -0.306312 2.864696 0.04 -0.01 0.27
S 0.248391 -0.624773 2.280156 -0.28 0.22 -0.99
C -0.128389 3.032172 -0.655513 -0.05 0.18 0.40
C -0.382311 4.394730 -0.582967 -0.03 0.11 0.13
C -0.539596 5.130468 -1.748380 -0.02 0.10 0.00
C -0.436972 4.511535 -2.988862 0.03 -0.11 -0.11
C -0.176878 3.151769 -3.059106 -0.03 0.15 -0.22
C -0.029973 2.419072 -1.883696 0.11 -0.25 -0.31
S 0.259802 0.696931 -1.926849 -0.17 -0.11 0.25
H -0.855312 3.611751 1.889627 0.01 -0.05 -0.02
H -0.871116 1.938084 2.430742 0.05 -0.14 0.12
H -1.934250 2.455232 1.105916 -0.03 -0.04 -0.04
H 1.471271 2.340970 2.161715 -0.03 -0.03 0.08
H 1.566307 3.695016 1.042162 -0.01 0.16 0.03
H 3.493140 2.245390 0.643962 0.13 0.02 0.02
H 2.404380 2.088044 -0.729761 0.00 0.01 -0.16
H 4.255046 -0.077717 -0.248002 0.01 0.04 0.03
H 2.893911 -0.137513 -1.374733 -0.06 0.06 -0.10
H 3.083173 -1.402198 -0.137665 -0.03 -0.07 0.09
H 4.827341 0.762720 1.706461 -0.08 -0.04 0.09
H 5.423041 0.323455 4.039064 -0.07 -0.01 -0.01
H 3.738060 -0.515882 5.653942 -0.01 0.01 -0.11
H 1.413996 -0.937679 4.884677 0.06 0.06 -0.06
H -0.451546 4.906774 0.372001 0.02 -0.06 -0.15
H -0.736291 6.195910 -1.683254 0.03 -0.14 -0.02
H -0.552940 5.090295 -3.898519 0.01 -0.07 0.09
H -0.089637 2.651326 -4.018775 -0.01 0.08 0.10
C -4.342173 1.341102 -0.186118 -0.02 -0.03 0.00
C -4.371047 -0.011797 0.522406 -0.06 0.15 -0.07
S -2.826525 -0.301375 1.373795 0.28 0.26 0.02
O -1.800273 -0.481210 0.211494 0.03 -0.19 0.05
C -3.135392 -1.935064 2.079901 0.02 0.00 -0.12
C -3.000647 -3.085122 1.094347 -0.10 -0.12 0.31
H -5.269378 1.477433 -0.743276 0.04 -0.01 0.03
H -3.509058 1.412490 -0.890680 -0.06 -0.05 0.05
H -4.268187 2.161285 0.532360 -0.02 -0.10 -0.04
H -4.537248 -0.851118 -0.158024 -0.06 0.07 -0.01
H -5.131957 -0.046642 1.308753 0.02 0.03 -0.10
H -4.140369 -1.855740 2.505851 0.08 -0.07 0.00
H -2.431406 -2.028097 2.905250 0.02 -0.05 0.00
H -3.746622 -3.032535 0.294741 -0.02 0.00 0.21
H -3.172006 -4.021013 1.626947 -0.02 0.02 -0.02
H -1.990328 -3.129919 0.678433 -0.05 0.01 0.37
N -2.301364 -2.650132 -1.667338 0.53 -0.40 -1.14
C -1.141480 -2.456921 -2.618625 -0.31 0.06 0.03
P 0.367413 -2.812975 -1.652875 0.04 -0.88 0.70
O 0.218717 -4.243955 -1.247103 -0.03 0.30 -0.04
O 0.558180 -1.771764 -0.579423 0.13 0.34 -0.40
C 1.791449 -2.848989 -2.828493 -0.02 -0.29 -0.11
N 2.086167 -4.310440 -3.151697 -0.24 0.51 0.17
H -3.193780 -2.671683 -2.153147 -0.15 0.05 -0.21
H -2.314039 -1.913188 -0.964732 0.21 0.75 0.44
H -2.196505 -3.537869 -1.172413 0.11 -0.18 -0.12
H -1.175408 -1.457795 -3.036090 -0.15 0.18 0.01
H -1.233318 -3.197829 -3.411233 -0.05 0.01 -0.02
H 2.654606 -2.441570 -2.317425 0.16 0.05 0.06
H 1.628391 -2.277195 -3.737538 0.07 -0.06 -0.15
H 1.617232 -4.878696 -2.420952 -0.11 0.02 0.19
H 3.079975 -4.519730 -3.169738 0.26 0.01 0.03
H 1.706069 -4.598088 -4.048264 -0.11 -0.01 -0.25